ORCA calculation (wB97M-V/def2-TZVPD) on C28H49N2O2P3Ti as an isolated structure at a distorted geometry.

Results
- LUMO energy (spin up / spin down): -9.444 / -9.895 eV
- Net charge: +3
- Molar mass: 586.501 g mol⁻¹
- Kohn-Sham gap (spin up / spin down): 6.1 / 5.7 eV
- <S²>: 0.759
- Energy relative to the best compared isomer or geometry (same formula, charge and spin): 255.2 kJ/mol
- Multiplicity: 2

Atoms and positions in Å:
1 Ti -1.02522 1.09095 -1.39935
2 P -1.74676 -1.67317 -1.04749
3 P 2.97830 -1.18473 1.00171
4 P 1.05870 -1.86386 -2.57897
5 H -1.58803 3.33894 -0.23822
6 C -1.40498 3.37065 -1.30449
7 C -2.27672 2.75618 -2.17398
8 H -3.30390 2.50538 -1.90172
9 C -3.31983 -1.33315 -0.16444
10 C -1.26878 -3.08008 0.07373
11 C -2.45632 -2.67749 -2.42495
12 C 3.81364 0.13560 1.87071
13 C 1.37698 -1.55135 1.69939
14 C 3.86120 -2.72884 0.73489
15 C 0.41100 -2.22178 -4.28093
16 C 1.48368 -3.56970 -2.02668
17 C 2.68592 -1.27902 -3.19701
18 H -0.85230 4.34434 -1.50172
19 H -2.20055 2.90646 -3.27847
20 H -3.73775 -0.36435 -0.45660
21 H -3.14086 -1.30613 0.91823
22 H -4.05771 -2.11995 -0.38388
23 H -1.51847 -2.83405 1.11623
24 H -0.19705 -3.29348 0.05452
25 H -1.78602 -4.02119 -0.19323
26 H -2.92505 -1.99628 -3.14991
27 H -3.22271 -3.35120 -2.01467
28 H -1.69394 -3.27477 -2.94269
29 H 4.55856 -0.29508 2.54437
30 H 3.08313 0.71987 2.44067
31 H 4.28296 0.78030 1.10849
32 H 1.52280 -2.39150 2.39857
33 H 0.67240 -1.85962 0.90422
34 H 0.94468 -0.67514 2.20736
35 H 3.95643 -2.83463 -0.35310
36 H 3.29151 -3.58277 1.14541
37 H 4.85251 -2.76862 1.19468
38 H 0.56792 -3.29254 -4.49719
39 H 0.93470 -1.61787 -5.03136
40 H -0.65249 -1.96772 -4.32113
41 H 1.21323 -4.25708 -2.83579
42 H 0.88273 -3.88359 -1.16388
43 H 2.53968 -3.68134 -1.76718
44 H 3.26595 -2.10680 -3.62431
45 H 3.28844 -0.77037 -2.43859
46 H 2.50269 -0.57264 -4.01296
47 C 1.14957 1.46796 -2.66527
48 C 2.36005 1.95360 -3.17620
49 C 2.50632 2.02626 -4.55205
50 C 1.47064 1.61497 -5.38930
51 C 0.23414 1.23246 -4.88507
52 C 0.04078 1.28045 -3.51572
53 O 1.02368 1.00769 -1.38358
54 H 2.88039 -0.54939 -0.25296
55 H 3.17725 2.20421 -2.48641
56 H 3.42681 2.44416 -4.97343
57 H 1.60151 1.62812 -6.47676
58 H -0.60587 0.92017 -5.52262
59 H -1.03825 1.20296 -3.14536
60 C -2.23834 2.02980 4.83870
61 N -2.46263 1.63223 3.47741
62 N -1.39391 1.48220 2.67841
63 C -1.80470 1.43444 1.40142
64 O -0.94502 1.25168 0.45987
65 C -3.21892 1.58103 1.41403
66 C -3.57986 1.73197 2.73273
67 C -4.89530 1.95946 3.36271
68 C -0.10725 1.32768 3.29350
69 C 0.01703 0.35647 4.29481
70 C 1.14721 0.35662 5.10320
71 C 2.08926 1.37631 4.95126
72 C 1.95629 2.33678 3.93481
73 C 0.88166 2.26709 3.04657
74 H -3.18124 2.39878 5.23288
75 H -1.48441 2.82662 4.89000
76 H -1.91950 1.17674 5.44382
77 H -3.84969 1.55619 0.53511
78 H -5.06277 1.28054 4.20679
79 H -4.98122 2.99073 3.73013
80 H -5.69428 1.77265 2.63308
81 H -0.79812 -0.35188 4.47722
82 H 1.25033 -0.42194 5.85786
83 H 2.91476 1.43978 5.65794
84 H 2.68054 3.14400 3.85200
85 H 0.79877 2.96358 2.21021

Atoms 1-6, force components in eV/Å:
4.59 -2.16 2.31
-1.37 -0.62 0.32
0.05 0.62 -0.79
0.39 -0.19 -0.77
-0.40 -0.08 0.04
-1.16 2.46 0.02

***

ORCA calculation (wB97M-V/def2-TZVPD) on a 9-piece molecular cluster, C28H49N5O4S4 overall at a distorted geometry.

Results
- LUMO energy: -0.265 eV
- Molar mass: 647.999 g mol⁻¹
- Kohn-Sham gap: 7.3 eV
- Energy relative to the best compared isomer or geometry (same formula, charge and spin): 64.4 kJ/mol

Atoms and positions in Å:
1 N 2.27706 -5.14313 2.83585
2 C 2.01602 -6.44196 3.18141
3 C 0.82077 -6.44835 3.85489
4 C 0.37296 -5.11337 3.99100
5 C 1.23758 -4.34054 3.25032
6 H 3.05175 -4.83960 2.27716
7 H 2.73803 -7.19996 2.92988
8 H 0.37265 -7.31145 4.32033
9 H -0.45403 -4.77769 4.58734
10 H 1.40435 -3.28016 3.13439
11 N -2.34296 -1.64423 5.16316
12 C -1.26151 -2.21702 4.55222
13 C -1.70875 -2.68292 3.31972
14 C -3.08846 -2.33689 3.21500
15 C -3.44262 -1.69578 4.37128
16 H -2.31179 -1.11326 6.01513
17 H -0.29789 -2.25220 5.02917
18 H -1.12854 -3.28038 2.64224
19 H -3.65915 -2.60833 2.34191
20 H -4.40692 -1.37216 4.72482
21 N -2.66553 -1.31976 -2.57239
22 C -3.76567 -0.51691 -2.72685
23 C -4.68299 -1.20714 -3.46616
24 C -4.15460 -2.50816 -3.68806
25 C -2.89128 -2.52965 -3.14569
26 H -1.84283 -1.05876 -2.04745
27 H -3.79803 0.49793 -2.36373
28 H -5.63208 -0.88093 -3.85719
29 H -4.67662 -3.37799 -4.05587
30 H -2.09403 -3.25586 -3.12129
31 N 1.64988 3.90185 -1.12855
32 C 2.77698 3.93920 -0.40528
33 C 3.80120 3.37529 -1.14550
34 C 3.20132 2.93913 -2.33654
35 C 1.85955 3.34121 -2.36297
36 H 0.73955 4.22018 -0.84857
37 H 2.72572 4.40182 0.56992
38 H 4.83545 3.30752 -0.85538
39 H 3.69626 2.52934 -3.20581
40 H 1.06918 3.07666 -3.03855
41 N -2.39421 3.37995 -1.27774
42 C -2.04529 2.81242 -2.46941
43 C -2.88600 3.27245 -3.47106
44 C -3.85736 4.09710 -2.83295
45 C -3.54096 4.07133 -1.49669
46 H -1.83522 3.15484 -0.45088
47 H -1.22733 2.11159 -2.51969
48 H -2.88497 2.96496 -4.50429
49 H -4.68911 4.58711 -3.30725
50 H -4.00967 4.55644 -0.64747
51 C 0.19096 2.21060 3.05059
52 S -0.70203 3.26355 1.89610
53 O -0.31923 2.78430 0.51875
54 C -2.34155 2.53570 2.22543
55 H 0.33082 2.54016 4.07738
56 H 1.19244 2.02179 2.65693
57 H -0.32721 1.25038 3.02044
58 H -2.39808 2.12785 3.23669
59 H -2.43902 1.68582 1.54875
60 H -3.15842 3.25021 2.15911
61 C -0.12935 -1.68697 0.44463
62 S 0.12751 0.01611 -0.04958
63 O -0.22965 0.11180 -1.51699
64 C 1.92593 -0.08043 -0.17088
65 H 0.50066 -2.07398 1.24696
66 H -0.00607 -2.41299 -0.36469
67 H -1.15090 -1.81602 0.80407
68 H 2.38174 0.87713 -0.41776
69 H 2.08675 -0.79291 -0.98130
70 H 2.35736 -0.52198 0.72916
71 C 4.66552 0.24098 2.74597
72 S 6.46406 0.04183 2.41259
73 O 6.62054 -0.16306 0.94711
74 C 6.78185 1.83536 2.64931
75 H 4.26081 0.81366 1.91373
76 H 4.56657 0.77858 3.69138
77 H 4.15659 -0.70795 2.90727
78 H 6.83807 2.05749 3.71930
79 H 6.00277 2.44603 2.19832
80 H 7.76360 2.10402 2.26389
81 C 0.48987 0.28568 -5.10289
82 S -1.31025 0.53793 -5.39214
83 O -1.37090 1.40477 -6.60674
84 C -1.75392 -1.12976 -5.98782
85 H 0.95602 1.25398 -4.93601
86 H 0.90050 -0.20278 -5.98490
87 H 0.69380 -0.29709 -4.20249
88 H -1.98095 -1.74974 -5.11903
89 H -0.97658 -1.62463 -6.57101
90 H -2.63050 -0.99916 -6.61748

Atoms 1-6, force components in eV/Å:
-0.65 -0.24 -0.13
0.07 0.42 -0.19
0.39 -0.49 0.65
0.18 0.04 -0.66
1.13 0.19 0.59
0.03 0.01 -0.05

***

ORCA calculation (wB97M-V/def2-TZVPD) on a 7-piece molecular cluster, C28H49N7 overall at a distorted geometry.

Results
- LUMO energy: 0.408 eV
- Molar mass: 483.749 g mol⁻¹
- Kohn-Sham gap: 11.2 eV
- SMILES string: CCCC#N.CCCC#N.CCCC#N.CCCC#N.CCCC#N.CCCC#N.CCCC#N
- Energy relative to the best compared isomer or geometry (same formula, charge and spin): 273.2 kJ/mol

Atoms and positions in Å:
1 C 5.51682 -3.02947 5.01079
2 C 4.01173 -3.02354 5.36602
3 C 3.12952 -2.00638 4.55884
4 C 3.20637 -2.17898 3.11237
5 N 3.13633 -2.25695 1.97424
6 H 6.13671 -3.41057 5.82235
7 H 5.96628 -2.09666 4.67029
8 H 5.63204 -3.64339 4.11752
9 H 3.82822 -2.76121 6.40793
10 H 3.63733 -4.04154 5.25821
11 H 3.48834 -1.03167 4.88944
12 H 2.07027 -2.12035 4.78928
13 C 2.27515 -4.77096 -0.92266
14 C 3.84054 -4.43240 -0.58581
15 C 4.71147 -5.48432 -1.17488
16 C 4.80937 -5.56957 -2.70144
17 N 4.82050 -5.66260 -3.88014
18 H 2.10278 -5.73727 -0.44868
19 H 2.16516 -4.61865 -1.99635
20 H 1.49380 -4.16689 -0.46148
21 H 3.89636 -4.50539 0.50030
22 H 4.20411 -3.46721 -0.93840
23 H 4.41821 -6.40945 -0.67869
24 H 5.74204 -5.21725 -0.94101
25 C -5.61314 2.23930 -2.36623
26 C -5.63701 3.08806 -1.07122
27 C -4.24236 3.18228 -0.29071
28 C -3.74456 1.88310 0.16738
29 N -3.33589 0.87056 0.55774
30 H -6.53925 1.66691 -2.41907
31 H -4.69358 1.65430 -2.38310
32 H -5.67192 2.92758 -3.20938
33 H -6.35208 2.62285 -0.39271
34 H -5.92272 4.10069 -1.35595
35 H -4.33534 3.80451 0.59941
36 H -3.46753 3.56307 -0.95610
37 C -0.39953 1.23646 -0.46948
38 C 0.90664 0.40053 -0.67521
39 C 0.73614 -1.05496 -0.31927
40 C -0.17815 -1.87610 -1.07482
41 N -0.89267 -2.58742 -1.72320
42 H -0.67808 1.29995 0.58242
43 H -1.18216 0.73453 -1.03839
44 H -0.32473 2.27604 -0.78853
45 H 1.75286 0.88824 -0.19134
46 H 1.19230 0.65358 -1.69621
47 H 0.46530 -1.16093 0.73121
48 H 1.69417 -1.54425 -0.49503
49 C -3.28415 -5.75946 -1.56205
50 C -1.81961 -5.95905 -1.00504
51 C -1.75704 -7.24225 -0.05524
52 C -0.39398 -7.70071 0.36725
53 N 0.55493 -8.13551 0.80742
54 H -3.40034 -6.53918 -2.31481
55 H -3.43067 -4.79048 -2.03925
56 H -4.01803 -5.88081 -0.76531
57 H -1.52787 -5.03915 -0.49830
58 H -1.12931 -6.13583 -1.82985
59 H -2.21727 -8.06949 -0.59556
60 H -2.17303 -6.96648 0.91378
61 C -2.81925 7.29066 1.60844
62 C -1.61480 7.26509 2.53074
63 C -0.32662 6.66240 2.03551
64 C -0.46358 5.40375 1.38467
65 N -0.57927 4.38739 0.86840
66 H -3.77733 7.73256 1.88213
67 H -2.97288 6.21720 1.49804
68 H -2.51088 7.73087 0.66017
69 H -1.89721 6.88431 3.51224
70 H -1.40516 8.24584 2.95767
71 H 0.24063 6.43321 2.93761
72 H 0.23760 7.38325 1.44380
73 C -0.02262 3.37144 -3.79594
74 C 0.74006 4.33525 -2.87367
75 C 0.14687 5.75108 -2.69738
76 C 1.00044 6.77397 -2.02306
77 N 1.64302 7.57252 -1.53749
78 H -1.10033 3.28219 -3.65937
79 H 0.43142 2.38074 -3.81729
80 H 0.07681 3.63939 -4.84781
81 H 1.72916 4.47460 -3.31000
82 H 1.01449 3.99085 -1.87659
83 H -0.76336 5.67547 -2.10250
84 H -0.18703 6.10813 -3.67161

Atoms 1-6, force components in eV/Å:
-0.42 -0.05 -0.61
-0.16 0.42 -0.09
0.90 -0.98 0.54
-0.05 0.52 0.55
0.15 -0.18 -0.70
-0.15 -0.15 -0.10

***

ORCA calculation (wB97M-V/def2-TZVPD) on a 7-piece molecular cluster, C28H49N7 overall.

Results
- LUMO energy: 0.262 eV
- Molar mass: 483.749 g mol⁻¹
- Kohn-Sham gap: 11.6 eV
- SMILES string: CCCC#N.CCCC#N.CCCC#N.CCCC#N.CCCC#N.CCCC#N.CCCC#N
- Energy relative to the best compared isomer or geometry (same formula, charge and spin): 3.5 kJ/mol

Atoms and positions in Å:
1 C -1.37913 -1.99981 3.47059
2 C -2.68417 -1.24482 3.20310
3 C -3.71703 -2.04363 2.38527
4 C -3.14922 -2.49630 1.11565
5 N -2.64971 -2.83307 0.13847
6 H -0.73437 -1.40249 4.11282
7 H -0.84089 -2.27277 2.56331
8 H -1.61170 -2.93179 3.99378
9 H -2.47241 -0.28386 2.72997
10 H -3.13742 -1.04456 4.17595
11 H -4.62565 -1.46871 2.23600
12 H -3.91432 -2.93008 2.99336
13 C 0.56292 1.32708 1.51615
14 C 0.27333 0.05901 0.70934
15 C -0.63102 0.29701 -0.50498
16 C -2.00472 0.60684 -0.10010
17 N -3.08853 0.83077 0.21425
18 H -0.27643 1.67821 2.11916
19 H 0.97357 2.11904 0.89006
20 H 1.30987 1.08801 2.27887
21 H -0.28046 -0.63242 1.34595
22 H 1.20453 -0.39869 0.38439
23 H -0.64207 -0.63080 -1.07764
24 H -0.29681 1.15401 -1.09079
25 C 3.65795 2.97283 -1.00815
26 C 2.72825 2.72066 -2.19746
27 C 3.22257 3.36459 -3.50711
28 C 3.33087 4.81735 -3.35579
29 N 3.46326 5.95057 -3.22668
30 H 4.59975 2.44847 -1.15375
31 H 3.14632 2.59677 -0.12023
32 H 3.83706 4.03447 -0.84017
33 H 1.73106 3.13800 -2.04992
34 H 2.65250 1.64397 -2.35383
35 H 2.47399 3.22015 -4.29091
36 H 4.20076 3.06312 -3.88613
37 C 2.69312 -3.83619 0.20195
38 C 1.18949 -3.52935 0.26686
39 C 0.30842 -4.76452 0.01281
40 C 0.52702 -5.46136 -1.25187
41 N 0.67378 -5.98658 -2.25670
42 H 2.87165 -4.63463 0.92411
43 H 3.27072 -2.94880 0.44939
44 H 2.97585 -4.17647 -0.79349
45 H 0.91657 -2.79382 -0.49362
46 H 0.96087 -3.13939 1.25802
47 H -0.73920 -4.45325 0.05521
48 H 0.41173 -5.47282 0.83946
49 C -1.13693 2.89404 -3.48122
50 C -1.56466 3.88682 -2.38615
51 C -3.00314 3.69645 -1.93786
52 C -4.01061 3.82032 -3.00295
53 N -4.82029 3.91717 -3.80834
54 H -0.29960 3.27246 -4.06514
55 H -1.96305 2.73806 -4.17745
56 H -0.86244 1.93720 -3.04105
57 H -1.37424 4.91966 -2.68098
58 H -0.93961 3.72390 -1.50247
59 H -3.29694 4.33619 -1.10714
60 H -3.12400 2.66269 -1.59743
61 C 1.23197 0.97967 7.43581
62 C 2.18831 1.68336 6.47593
63 C 1.95647 1.25535 5.03158
64 C 2.29554 -0.13818 4.69212
65 N 2.55586 -1.20865 4.36424
66 H 1.33872 -0.10557 7.45359
67 H 0.21147 1.19719 7.10623
68 H 1.31241 1.33379 8.46254
69 H 3.23310 1.53347 6.75045
70 H 1.99732 2.75529 6.53792
71 H 2.52408 1.87957 4.34034
72 H 0.89231 1.32739 4.78817
73 C -2.34624 -1.32637 -4.68717
74 C -2.04797 -2.72579 -4.15990
75 C -0.59424 -3.17215 -4.36543
76 C 0.35603 -2.27567 -3.70930
77 N 1.09508 -1.56985 -3.18396
78 H -1.83004 -0.54505 -4.12776
79 H -3.42170 -1.16588 -4.59660
80 H -2.07135 -1.20609 -5.73622
81 H -2.69747 -3.45068 -4.65314
82 H -2.28796 -2.79498 -3.09662
83 H -0.30688 -3.21261 -5.41764
84 H -0.48181 -4.17246 -3.94198

Atoms 1-6, force components in eV/Å:
-0.51 -0.21 0.06
0.31 0.15 0.04
0.78 -0.15 0.55
-0.13 0.20 -0.04
0.07 -0.04 -0.05
0.15 -0.05 -0.05